Record 1
The following is a quantum chemistry calculation of 2 unconnected molecules or ions with the total composition C3H9NO at a distorted geometry, from OMol25.

Output
energy relative to the best compared isomer or geometry (same formula, charge and spin)	179.4	kJ/mol
E	-6793.197	eV
orbital gap	10.40	eV
structure (SMILES)	C=O.CCN

Last column: Löwdin charge in e.
Element x y z (Å)
O: 1.04540 -1.75863 -1.62794  -0.009
C: 1.22359 -1.14915 -0.60814  -0.164
H: 1.64290 -1.66659 0.27935  0.086
H: 1.27062 -0.06076 -0.56471  0.049
C: -1.47512 -0.12424 0.84951  -0.107
C: -0.92225 1.14495 0.21579  -0.338
N: 0.37042 1.59698 0.79243  -0.036
H: -0.83094 -0.47052 1.65762  0.066
H: -2.43614 0.04292 1.34296  0.070
H: -1.56499 -0.97471 0.17677  0.065
H: -0.81439 1.13572 -0.86252  0.097
H: -1.65353 1.94898 0.39251  0.095
H: 0.40642 2.59697 0.63319  0.064
H: 0.38647 1.44961 1.79397  0.061

=====

Record 2
The following is a quantum chemistry calculation of 5 unconnected molecules or ions with the total composition C5H19N3O4 at a distorted geometry, from OMol25.

Output
energy relative to the best compared isomer or geometry (same formula, charge and spin)	0.3	kJ/mol
E	-18138.241	eV
total charge	+2
orbital gap	10.58	eV

Last column: Löwdin charge in e.
Element x y z (Å)
C: -1.84502 0.60471 1.15689  -0.110
C: -0.73434 1.69992 1.16757  -0.124
C: 0.59652 1.18283 0.83698  -0.188
C: 1.32584 0.22021 1.51087  0.013
N: 2.56567 0.32685 0.98991  0.076
C: 2.73667 1.27966 0.09978  -0.019
N: 1.52339 1.89509 0.03113  0.161
N: -2.48949 0.55330 -0.19691  0.186
H: -1.48188 -0.32965 1.51771  0.113
H: -2.55726 1.02623 1.93947  0.159
H: -1.06054 2.54081 0.53829  0.129
H: -0.86537 2.28983 2.15040  0.167
H: 1.02839 -0.57459 2.16503  0.143
H: 3.32174 -0.36056 1.15443  0.131
H: 3.47685 1.16848 -0.73074  0.190
H: 1.31553 2.65497 -0.61540  0.183
H: -2.57294 -0.44683 -0.55913  0.141
H: -3.43287 0.91765 -0.20991  0.165
H: -1.89069 0.96180 -0.92829  0.151
H: 3.74721 -2.38415 0.06499  0.100
H: 3.89389 -2.61778 1.60291  0.124
O: 3.48448 -2.02739 0.92738  -0.046
H: -0.78521 1.24678 -4.04324  0.051
H: 0.44036 0.47626 -3.52893  0.045
O: -0.50165 0.63161 -3.35534  -0.068
H: -4.52831 -1.55512 -1.12916  0.074
H: -3.50335 -1.95413 -2.30416  0.086
O: -3.79104 -1.27454 -1.67784  -0.036
H: 1.60841 -2.58322 0.58974  0.078
H: 0.37673 -3.25546 0.42223  0.046
O: 0.59831 -2.31355 0.41336  -0.121

=====

Record 3
The following is a quantum chemistry calculation of a molecular structure, C22H25MnN5O5Se2, from OMol25.

Output
energy relative to the best compared isomer or geometry (same formula, charge and spin)	25.4	kJ/mol
E	-202922.462	eV
<S²>	9.110
spin multiplicity	6
orbital gap (alpha / beta)	6.54 / 5.07	eV

Last column: Löwdin spin population.
Element x y z (Å)
Mn: 0.15410 1.82735 0.62517  4.116
O: -0.11734 3.58356 -1.13310  0.029
C: -0.20462 4.77229 -0.33984  0.004
C: -1.45148 4.73012 0.51969  0.002
N: -1.55232 3.47846 1.26522  0.020
C: -2.81969 2.75749 1.08782  0.001
C: -2.70646 1.45814 0.27950  0.007
O: -3.70105 0.74758 0.14560  0.006
O: -1.57262 1.14982 -0.20656  0.036
C: -1.17899 3.59441 2.67856  0.012
C: -1.15722 2.19600 3.30377  0.018
O: -1.70708 1.96323 4.36624  0.028
O: -0.57420 1.30110 2.57000  0.220
H: -0.96441 3.43369 -1.57228  0.001
H: 0.70721 4.76862 0.25871  0.002
H: -0.22041 5.66436 -0.97477  0.000
H: -1.47696 5.60051 1.18690  0.001
H: -2.32663 4.81276 -0.13470  0.000
H: -3.25349 2.48817 2.05455  0.000
H: -3.57278 3.37484 0.58584  0.000
H: -0.16256 3.99962 2.72818  0.001
H: -1.86919 4.22653 3.24872  0.001
C: 0.11991 -3.15614 2.87272  0.003
N: -0.61566 -2.61307 1.75024  0.031
C: -1.54211 -1.63366 1.80372  0.056
Se: -2.01612 -0.62392 3.32297  0.588
N: -2.01434 -1.42730 0.56967  0.040
C: -1.36213 -2.25443 -0.31717  0.007
C: -1.45346 -2.38244 -1.69974  0.007
C: -0.63950 -3.32903 -2.28629  0.008
C: 0.23105 -4.12811 -1.52499  0.012
C: 0.32470 -3.99943 -0.15480  0.004
C: -0.48455 -3.03198 0.43467  0.009
H: 0.16100 -2.40305 3.65717  0.001
H: 1.12778 -3.39903 2.54073  0.000
H: -0.36660 -4.05338 3.25289  0.001
H: -2.72324 -0.71072 0.33226  0.000
H: -2.12712 -1.76256 -2.27311  0.000
H: -0.67075 -3.46186 -3.35837  0.000
H: 0.84747 -4.85864 -2.02989  0.000
H: 0.99720 -4.61513 0.42446  0.000
C: 1.24403 1.14433 -2.75765  0.002
N: 1.54262 0.21155 -1.69098  -0.006
C: 1.28272 0.42046 -0.39008  -0.046
Se: 2.19350 2.62202 1.25201  -0.216
N: 1.76790 -0.65798 0.27017  -0.006
C: 2.36757 -1.55221 -0.60005  0.001
C: 3.02386 -2.75740 -0.40889  -0.001
C: 3.49981 -3.39652 -1.54187  -0.001
C: 3.32543 -2.84896 -2.81717  -0.001
C: 2.67922 -1.63806 -3.00387  -0.001
C: 2.20964 -0.99773 -1.86786  -0.001
H: 1.03686 2.11629 -2.31117  0.001
H: 0.38640 0.80061 -3.33691  0.000
H: 2.11397 1.23108 -3.40816  0.000
H: 1.81314 -0.67448 1.27774  0.002
H: 3.16382 -3.17702 0.57745  0.000
H: 4.01998 -4.33784 -1.43863  0.000
H: 3.71080 -3.38040 -3.67567  0.000
H: 2.55340 -1.21250 -3.98876  0.000

=====

Record 4
The following is a quantum chemistry calculation of a molecular structure, C26H44CrF6GeN3O2PS2SbSi3 at a distorted geometry, from OMol25.

Output
energy relative to the best compared isomer or geometry (same formula, charge and spin)	47.9	kJ/mol
E	-198625.345	eV
total charge	-1
<S²>	6.127
spin multiplicity	5
orbital gap (alpha / beta)	7.41 / 4.93	eV

Last column: Löwdin spin population.
Element x y z (Å)
Cr: -0.43953 -1.07662 0.08399  3.038
O: -1.45622 -2.41314 -0.22780  0.006
F: 1.72865 -1.42895 -0.30116  0.031
Sb: 3.46881 -1.22640 -1.17911  0.003
F: 3.09976 0.61057 -1.29633  0.000
F: 4.24380 -0.98887 0.51985  0.001
F: 5.13720 -0.99808 -2.03248  0.000
F: 3.69010 -3.08880 -1.03554  0.001
F: 2.62958 -1.49125 -2.86611  0.015
C: 0.73324 -3.04017 5.23580  -0.007
Si: 0.84386 -2.83028 3.35910  -0.015
C: 2.64082 -2.81319 2.83001  0.000
C: 0.02971 -4.33110 2.57489  0.001
Ge: -0.19782 -0.83283 2.60465  -0.078
Si: -2.30313 -0.78655 3.67978  -0.013
C: -2.16533 -0.43418 5.53251  -0.006
C: -3.16899 -2.44823 3.45595  0.000
C: -3.45939 0.52452 2.97080  0.000
Si: 1.04866 1.04616 3.30492  -0.018
C: 1.73946 0.78576 5.04589  -0.008
C: -0.08103 2.55985 3.37842  0.000
C: 2.47678 1.40972 2.14692  0.000
H: 1.27680 -3.92984 5.56756  -0.001
H: -0.31017 -3.15183 5.54242  0.000
H: 1.14594 -2.17412 5.75796  0.000
H: 3.17771 -3.71637 3.13249  0.000
H: 3.17763 -1.94097 3.20897  0.000
H: 2.67194 -2.75550 1.73819  0.000
H: 0.57577 -5.24153 2.84032  0.000
H: 0.00583 -4.23777 1.48740  0.000
H: -1.00452 -4.43856 2.90753  0.000
H: -1.50304 -1.14910 6.02499  0.000
H: -3.14379 -0.48029 6.02010  -0.001
H: -1.75330 0.56516 5.69913  0.000
H: -2.68841 -3.22190 4.05972  0.000
H: -3.10982 -2.76079 2.41061  0.000
H: -4.22270 -2.39504 3.74603  0.000
H: -3.04958 1.53221 3.07393  0.000
H: -4.42543 0.49334 3.48480  0.000
H: -3.63265 0.32481 1.91386  0.000
H: 0.94243 0.53181 5.74948  0.000
H: 2.25165 1.67897 5.41553  -0.001
H: 2.45766 -0.03823 5.04516  0.000
H: -0.83734 2.44134 4.15928  0.000
H: -0.58860 2.68675 2.42129  0.000
H: 0.48551 3.47224 3.58838  0.000
H: 3.14492 0.55040 2.06516  0.000
H: 3.05964 2.26435 2.50366  0.000
H: 2.10919 1.63191 1.14196  0.000
S: -2.09347 1.25755 -4.04956  0.382
P: -0.28995 0.44423 -4.27473  0.010
S: -0.57726 -1.05684 -2.99066  0.585
C: 0.03375 -0.20814 -5.93239  0.000
C: -0.43688 0.45703 -7.05558  0.002
C: -0.16831 -0.04586 -8.32132  0.000
C: 0.57125 -1.21071 -8.45913  0.000
C: 1.04158 -1.87732 -7.33392  0.000
C: 0.77310 -1.38264 -6.06820  0.005
C: 1.07774 1.54807 -3.89188  0.000
C: 2.34715 1.36510 -4.43069  0.001
C: 3.37297 2.22704 -4.07836  0.000
C: 3.13628 3.26608 -3.19094  0.001
C: 1.87243 3.44585 -2.64870  0.000
C: 0.84484 2.58930 -2.99943  0.002
H: -1.02678 1.35758 -6.93287  0.004
H: -0.54138 0.46820 -9.19785  0.000
H: 0.77737 -1.60490 -9.44629  0.000
H: 1.61462 -2.78899 -7.44311  0.000
H: 1.12992 -1.90176 -5.18592  0.006
H: 2.54823 0.54880 -5.11120  0.000
H: 4.36467 2.07167 -4.48224  0.000
H: 3.94639 3.92299 -2.90113  0.000
H: 1.69459 4.23259 -1.92744  0.000
H: -0.14232 2.71620 -2.58070  0.000
C: -1.67063 4.00276 -0.34226  0.000
N: -2.21924 2.65912 -0.41593  -0.001
C: -3.53392 2.42346 -0.67867  0.006
C: -4.04082 1.18383 -0.74364  -0.001
C: -3.15471 0.06816 -0.50352  0.009
N: -1.84967 0.33848 -0.24084  -0.002
C: -1.34121 1.59139 -0.23044  0.007
O: -0.14581 1.79735 -0.04674  0.010
N: -3.51594 -1.17727 -0.50372  0.011
H: -2.47090 4.71563 -0.52818  0.000
H: -0.88786 4.13542 -1.08785  0.000
H: -1.23813 4.18442 0.64059  0.000
H: -4.14228 3.30417 -0.83682  0.000
H: -5.08523 1.02118 -0.95963  0.000
H: -4.48176 -1.36360 -0.72596  0.001
H: -2.54471 -1.97496 -0.35294  0.013

=====

Question: The highest energy relative to the best compared isomer or geometry (same formula, charge and spin) belongs to which entry?
Answer: C3H9NO

=====

Question: The lowest E belongs to which entry?
Answer: C22H25MnN5O5Se2

=====

Question: Which value of E does entry 2 give?
Answer: -18138.241 eV